(1)
This record from OMol25 describes a molecular structure, C27H26Co2NO8 at a distorted geometry. The level of theory is ωB97M-V with the def2-TZVPD basis set.

Results
2S+1 = 1
net charge = -1
ΔE to the lowest compared entry with this formula, charge and spin = 1.509 eV
electronic energy = -121541.98633 eV
maximum force = 0.1131 Eh/bohr

```
64
Properties=species:S:1:pos:R:3:forces:R:3:mulliken_charge:R:1
C 3.58024 0.63805 2.46249 0.566 1.325 0.866 -0.685
O 3.14355 -0.41264 1.65340 -1.106 -1.807 0.094 -0.357
C 2.27474 -1.19777 2.35394 -0.468 -0.090 0.525 0.031
O 1.91639 -0.97053 3.48840 0.968 0.282 -0.618 -0.639
C 1.78385 -2.44598 1.64882 -1.417 -0.201 -0.737 0.728
C 2.77561 -3.61092 1.83282 0.141 0.053 0.183 -0.747
C 1.93157 -4.88400 2.07634 -0.058 0.107 -0.041 -0.605
C 0.47905 -4.40739 2.26361 -0.541 1.110 -0.048 -0.745
N 0.48268 -2.92202 2.20329 1.828 -0.517 0.266 0.269
C -0.71779 -2.14247 2.14748 0.134 0.414 0.630 -0.256
C -0.92816 -1.15926 3.03982 0.016 -0.760 -0.402 -0.622
C -2.16178 -0.31612 3.12123 -0.305 0.174 -0.369 -0.722
C -3.28546 -0.77432 2.17267 -0.047 -0.067 -0.022 -1.016
C -2.72187 -1.29853 0.84483 0.088 0.001 0.104 0.203
C -1.73253 -2.45299 1.08826 -0.233 -0.113 -0.391 -0.482
H 4.42915 1.13469 1.99021 -0.186 -0.160 -0.194 0.275
H 2.76452 1.34894 2.60640 0.337 -0.093 0.075 0.325
H 3.88373 0.24345 3.43432 0.076 0.172 -0.023 0.313
H 1.62434 -2.22931 0.58405 0.404 0.171 -0.075 0.262
H 3.45123 -3.71597 0.97461 -0.257 0.103 0.161 0.336
H 3.40730 -3.39295 2.70231 -0.132 -0.132 -0.091 0.346
H 2.01049 -5.58694 1.23589 -0.066 0.271 0.140 0.294
H 2.29258 -5.42678 2.96030 -0.137 0.212 -0.191 0.274
H -0.18260 -4.79034 1.48332 0.007 -0.327 -0.098 0.372
H 0.06619 -4.71726 3.22859 0.007 -0.073 -0.036 0.353
H -0.14702 -0.98547 3.75606 -0.001 0.073 0.229 0.618
H -2.52417 -0.31392 4.15836 0.071 -0.007 -0.143 0.427
H -1.90069 0.72648 2.90123 0.023 -0.032 0.006 0.240
H -3.87036 -1.56814 2.65337 0.129 -0.074 -0.020 0.390
H -4.00088 0.03930 1.99266 0.253 -0.069 -0.001 0.395
H -3.53287 -1.61064 0.17035 0.187 -0.009 0.217 0.406
H -2.20256 -0.48248 0.32836 0.022 -0.030 0.097 -0.515
H -1.20146 -2.70520 0.16333 -0.061 0.047 -0.047 0.396
H -2.27988 -3.35902 1.37172 -0.092 -0.052 -0.037 0.241
O -4.49125 4.99618 -1.41400 -0.525 0.092 0.095 -0.367
C -3.73192 4.20494 -1.71576 1.500 -0.203 -0.227 0.178
Co -2.53582 2.92240 -2.18719 0.221 -0.284 0.354 -0.152
C -3.34699 1.36314 -2.48781 -0.168 0.212 0.090 0.227
O -3.79893 0.33264 -2.65890 -0.577 -0.951 -0.200 -0.359
C -1.73557 3.35853 -3.76208 -1.109 0.541 0.328 0.230
O -1.20693 3.58901 -4.74320 0.370 -0.117 -0.153 -0.353
C -1.65675 2.61266 -0.35584 1.929 0.409 -1.894 -0.413
C -0.69199 2.38751 -1.42369 -0.459 -2.758 2.440 1.038
C -0.54155 1.03497 -1.99518 -1.831 5.115 2.076 0.201
C 0.41494 0.73257 -2.94714 2.254 -0.885 -2.556 0.136
C 0.26270 -0.38720 -3.81752 -0.048 1.268 1.022 -0.583
C 1.15657 -0.60064 -4.82871 0.370 -0.105 -0.528 -0.670
C 2.24236 0.24667 -5.00842 0.000 -0.184 -0.140 -0.339
C 2.42715 1.32968 -4.16666 0.378 -0.084 -0.402 -0.788
C 1.53144 1.58026 -3.16347 -0.711 -0.239 0.565 -0.082
Co -0.18931 4.02474 -0.29474 -0.274 -0.354 -1.679 -0.318
C -1.27670 5.40937 0.23710 1.151 -1.413 -0.491 0.209
O -1.95262 6.26384 0.56903 -0.399 0.451 0.197 -0.383
C 0.78715 4.63723 -1.70402 -0.700 0.170 1.686 -0.038
O 1.41310 4.97191 -2.59442 0.426 0.132 -0.841 -0.373
C 0.95996 3.39607 0.94095 -1.402 0.750 -1.172 0.155
O 1.68656 2.97556 1.70776 0.874 -0.378 0.942 -0.486
H -1.53107 1.92331 0.47649 -1.127 -0.121 0.021 0.246
H -1.34729 0.34165 -1.83202 -0.005 -0.349 0.355 0.096
H -0.61161 -0.99944 -3.72202 -0.319 -0.328 0.142 0.466
H 0.98854 -1.40847 -5.52397 0.052 -0.179 -0.072 0.372
H 2.92857 0.06752 -5.82082 0.125 -0.034 -0.117 0.387
H 3.26999 1.99340 -4.31876 -0.026 0.005 0.023 0.415
H 1.67013 2.44843 -2.53785 -0.122 -0.087 0.127 0.246
```
Positions in Å, forces in eV/Å.

(2)
This record from OMol25 describes a molecular structure, C27H26N4O3STl. The level of theory is ωB97M-V with the def2-TZVPD basis set.

Results
2S+1 = 1
net charge = -1
ΔE to the lowest compared entry with this formula, charge and spin = 0.090 eV
electronic energy = -56053.01302 eV
maximum force = 0.0073 Eh/bohr

```
62
Properties=species:S:1:pos:R:3:forces:R:3:mulliken_charge:R:1
Tl 1.14865 -3.34438 -1.27537 -0.206 -0.019 0.085 0.714
S 4.10998 -3.81962 0.53869 -0.236 0.014 0.112 -0.436
C 2.88294 -3.42623 1.67220 -0.179 -0.075 0.147 -0.001
C 3.20755 -3.10748 3.02491 -0.056 -0.080 -0.034 -0.645
C 2.22931 -2.78422 3.93289 0.087 0.000 -0.063 -0.146
C 0.88999 -2.75724 3.52897 0.016 0.016 0.028 -0.878
C 0.63114 -3.05460 2.20897 -0.033 -0.045 -0.247 0.114
N 1.56805 -3.37085 1.30563 0.331 -0.089 0.160 -0.278
H 4.25156 -3.13389 3.30571 -0.002 0.000 0.017 0.382
H 2.49339 -2.54586 4.95852 0.034 -0.007 -0.023 0.348
H 0.08562 -2.50937 4.21131 0.050 -0.014 -0.058 0.399
H -0.38417 -3.03116 1.81958 0.076 0.001 0.007 0.262
C 0.52248 5.20159 -1.39435 -0.002 -0.052 0.003 -1.007
O 0.22273 3.84849 -1.11856 0.165 0.224 -0.131 -0.352
C -0.79910 3.60346 -0.24910 -0.085 0.028 0.022 0.700
C -1.60927 4.57823 0.29931 -0.071 0.032 0.064 -0.486
C -2.62567 4.22205 1.18779 0.045 -0.030 -0.046 -0.713
C -2.79966 2.89431 1.52340 0.026 -0.015 -0.019 -1.125
C -1.97497 1.91137 0.97888 -0.006 -0.003 0.049 0.164
C -0.97631 2.24366 0.07000 -0.010 -0.163 0.046 -0.018
N -0.09506 1.34457 -0.51708 -0.078 0.016 0.048 0.238
C -0.18191 -0.04804 -0.63672 -0.083 0.015 0.121 0.003
N -1.45126 -0.50998 -0.72211 0.002 -0.233 -0.165 -0.008
C -1.99818 -1.83389 -0.66115 0.198 0.225 0.177 0.537
C -1.25328 -3.00039 -0.55753 0.104 -0.058 -0.261 -0.982
C -2.01363 -4.17846 -0.46104 -0.055 -0.044 0.039 -0.397
C -3.39937 -4.20607 -0.47165 0.059 0.041 0.012 -1.108
C -4.11468 -3.01353 -0.58217 0.057 -0.052 -0.020 -0.356
C -3.40291 -1.83186 -0.67044 -0.018 -0.123 0.063 0.720
O -3.99227 -0.58857 -0.75987 -0.328 0.181 -0.001 -0.428
C -5.39744 -0.52735 -0.67264 0.082 0.023 -0.019 -1.031
N 0.86916 -0.77727 -0.69565 0.025 -0.075 0.086 0.023
C 2.14040 -0.21468 -0.47558 0.125 -0.013 0.129 -0.335
C 2.82974 -0.47107 0.70114 -0.047 0.048 0.074 -0.003
C 4.13519 -0.02746 0.88239 -0.044 0.060 -0.034 -0.973
C 4.76529 0.68239 -0.12363 -0.074 -0.067 -0.007 -0.760
C 4.09379 0.95031 -1.31542 0.019 -0.010 0.045 -0.658
C 2.79134 0.50348 -1.48660 0.171 0.015 0.086 1.031
O 2.04350 0.72857 -2.60855 -0.054 0.168 -0.273 -0.263
C 2.66051 1.44148 -3.65630 -0.042 -0.050 0.012 -1.027
H 1.38571 5.19860 -2.05411 0.007 -0.034 -0.011 0.232
H 0.76934 5.74769 -0.47976 0.003 -0.016 0.008 0.410
H -0.31219 5.70087 -1.89469 -0.002 -0.014 -0.008 0.359
H -1.46381 5.61881 0.04184 -0.009 -0.045 0.015 0.376
H -3.26202 4.98874 1.61067 0.013 -0.010 -0.005 0.376
H -3.57249 2.60570 2.22540 0.030 -0.007 -0.022 0.389
H -2.09963 0.87979 1.27798 -0.006 0.012 -0.020 0.539
H 0.72221 1.74822 -0.94270 0.028 0.035 -0.012 0.246
H -2.15161 0.20250 -0.83076 -0.036 0.031 -0.040 0.290
H -1.48913 -5.13007 -0.36994 -0.037 0.017 -0.033 0.295
H -3.94037 -5.14393 -0.39998 0.013 -0.007 0.005 0.346
H -5.19575 -3.02314 -0.59779 0.012 0.011 0.005 0.365
H -5.66424 0.52643 -0.69615 0.017 0.036 0.000 0.275
H -5.75963 -0.97115 0.25802 0.008 -0.017 0.044 0.409
H -5.87589 -1.03556 -1.51347 0.001 -0.038 -0.043 0.355
H 2.33497 -1.06585 1.46236 0.068 0.257 -0.108 0.460
H 4.66043 -0.27014 1.79802 -0.037 -0.015 -0.038 0.366
H 5.79128 1.00909 -0.00555 -0.021 0.011 -0.002 0.357
H 4.59859 1.49029 -2.10439 0.006 -0.003 0.017 0.388
H 1.91019 1.55511 -4.43412 -0.035 -0.008 -0.008 0.259
H 3.51753 0.89717 -4.06216 0.022 -0.025 0.020 0.355
H 2.99331 2.43038 -3.32754 -0.008 0.040 0.007 0.335
```
Positions in Å, forces in eV/Å.

(3)
This record from OMol25 describes a molecular structure, C27H27Br3INbO15 at a distorted geometry. The level of theory is ωB97M-V with the def2-TZVPD basis set.

Results
2S+1 = 1
net charge = -2
electronic energy = -278917.88343 eV
maximum force = 0.1372 Eh/bohr

```
74
Properties=species:S:1:pos:R:3:forces:R:3:mulliken_charge:R:1
C 5.17208 -6.85154 3.54183 -0.033 -0.412 0.852 -0.747
C 3.81221 -7.77485 3.26482 -1.197 0.903 -3.830 0.127
Br 3.26539 -8.95988 4.83092 0.563 1.019 -1.314 -0.299
C 3.06483 -7.76085 1.94873 2.342 -0.212 5.713 0.358
Br 1.44810 -8.99245 1.81461 1.352 1.072 0.270 -0.231
Nb 3.70352 -6.40416 0.17333 -0.318 -2.049 -0.764 -0.698
Br 2.84755 -8.22557 -1.59835 0.177 0.773 0.363 -0.455
C 1.64205 -5.44492 0.01374 -1.619 0.897 -0.086 -0.631
C 1.38147 -4.17705 1.01967 -1.110 -0.969 0.366 -0.018
O 0.83398 -2.99061 0.29152 1.007 -0.685 -0.534 -0.529
C 4.58595 -5.06326 -1.50742 0.571 1.243 0.851 -0.793
C 5.70875 -4.08219 -0.76845 1.884 -2.073 -1.034 0.124
C 6.98876 -3.89529 -1.79127 0.176 -0.659 -0.081 -1.043
I 4.84592 -2.14509 -0.11006 0.292 -0.770 -0.409 -0.104
C 5.70074 -7.50426 0.18871 5.434 -4.490 0.259 0.521
O 6.88101 -7.03268 -0.22237 -4.528 -0.949 1.415 -0.591
O 5.69356 -8.90148 0.71179 -0.861 6.447 -2.159 -0.643
H 6.11258 -7.23765 2.93404 -2.314 0.755 0.867 0.220
H 5.51044 -6.89093 4.68604 -1.098 -0.159 -2.362 0.317
H 4.92768 -5.72796 3.32287 0.491 -2.277 0.119 0.116
H 4.26590 -5.11700 1.33762 -0.271 -0.354 -0.245 0.096
H 1.45443 -5.08125 -1.08943 0.218 -0.654 1.937 0.361
H 0.81146 -6.26534 0.24536 1.701 1.607 -0.596 0.247
H 0.50420 -4.51170 1.75733 1.837 0.891 -1.482 0.179
H 2.28474 -3.88960 1.70637 -1.523 -0.305 -1.641 0.139
H 1.18485 -2.96354 -0.64709 -0.298 -0.535 1.869 0.264
H 5.12498 -5.76012 -2.28176 -1.009 1.537 1.380 0.319
H 3.75219 -4.37715 -1.95967 1.604 -1.354 0.477 0.354
H 6.15158 -4.56690 0.22335 -1.134 1.128 -2.241 0.185
H 7.89458 -3.30302 -1.32630 -1.881 -0.995 -0.861 0.277
H 6.67706 -3.43652 -2.82301 0.444 -0.610 2.030 0.276
H 7.37606 -4.99829 -2.03240 -0.924 2.295 0.787 0.283
C 2.03124 3.29588 -2.28345 0.192 0.101 0.172 -0.869
C 1.15356 2.53779 -2.94351 -0.458 1.089 -1.215 0.371
C 0.85413 1.14501 -2.50974 -0.262 -1.125 0.258 0.876
O 0.02884 0.47913 -3.12496 0.421 0.793 0.088 -0.622
C 1.57786 0.61588 -1.34319 -0.378 -0.052 -0.403 -0.661
C 2.45805 1.37296 -0.68537 0.778 -1.143 1.511 0.009
C 2.73675 2.77451 -1.10264 0.437 0.705 0.056 0.916
O 3.53755 3.45188 -0.46699 -0.502 -0.518 -0.272 -0.658
O 3.14372 0.88109 0.41012 -0.648 1.519 -1.430 -0.438
O 0.48852 3.02007 -4.05583 0.334 -1.156 1.200 -0.585
H 2.25676 4.31060 -2.58646 -0.046 -0.058 0.030 0.369
H 1.36392 -0.40376 -1.04940 0.029 0.001 0.065 0.633
H 3.71851 1.61850 0.71072 -0.208 -0.392 -0.139 0.314
H -0.09063 2.28472 -4.35269 0.274 0.209 0.176 0.354
C -2.21841 5.67277 -2.86267 0.282 0.039 0.107 -0.849
C -3.53341 5.56904 -2.66088 -0.654 -0.008 -1.662 0.298
C -4.10034 5.47664 -1.28695 -0.361 -0.108 0.850 0.919
O -5.31418 5.40130 -1.13225 0.620 0.088 -0.455 -0.573
C -3.16269 5.47484 -0.15319 -0.486 -0.001 -0.192 -0.880
C -1.84751 5.57510 -0.35537 0.864 -0.079 1.834 0.409
C -1.28299 5.69524 -1.72760 0.884 0.052 -0.826 0.824
O -0.07105 5.80439 -1.88066 -0.935 -0.043 0.431 -0.593
O -0.96046 5.57129 0.70545 -0.661 0.117 -1.996 -0.570
O -4.41861 5.54462 -3.72293 0.470 0.000 1.835 -0.590
H -1.79294 5.74294 -3.85583 -0.004 -0.029 0.072 0.440
H -3.58682 5.38916 0.83904 0.006 0.011 -0.028 0.484
H -0.06963 5.65639 0.30088 -0.317 -0.068 0.171 0.339
H -5.30973 5.46561 -3.31802 0.375 0.016 -0.162 0.341
C -7.57914 5.73804 1.16692 0.234 0.151 0.282 -0.796
C -8.82066 5.41976 0.79535 0.050 0.171 -1.723 0.365
C -9.84959 5.02199 1.79570 -0.828 -0.321 0.361 0.846
O -10.98724 4.75338 1.42609 0.786 0.231 -0.028 -0.622
C -9.44892 4.96250 3.21010 -0.261 -0.019 -0.273 -0.910
C -8.20641 5.27747 3.58106 -0.006 -0.259 1.907 0.448
C -7.18572 5.70171 2.58388 0.906 0.294 -0.528 0.926
O -6.05701 6.00279 2.95740 -0.853 -0.264 0.060 -0.625
O -7.82235 5.22110 4.90828 0.209 0.336 -1.918 -0.566
O -9.19707 5.44905 -0.53490 -0.301 -0.238 1.865 -0.560
H -6.82194 6.03105 0.45060 -0.038 -0.096 0.043 0.397
H -10.20152 4.65469 3.92465 0.043 0.015 -0.044 0.404
H -6.87950 5.49572 4.91889 -0.371 -0.124 -0.020 0.350
H -10.14149 5.18028 -0.54475 0.408 0.103 0.024 0.350
```
Positions in Å, forces in eV/Å.

> Which value of maximum force does entry 3 give?

0.1372 Eh/bohr

> Look up the maximum force of the first one.

0.1131 Eh/bohr